# C23H18IrN3O6

A molecular structure, C23H18IrN3O6 (ωB97M-V/def2-TZVPD, the OMol25 dataset).

Results
* HOMO energy: -7.73 eV
* total charge: 0
* multiplicity: 1
* gap between HOMO and LUMO: 6.934 eV

```
51
C23H18IrN3O6 | the OMol25 dataset | ωB97M-V/def2-TZVPD
O -1.8926 -0.1593 -6.4280
C 2.2484 -1.7175 -1.0983
H -3.6333 -0.2837 -1.0583
N 1.5727 1.7012 2.2661
C 0.7975 -3.6283 -0.7479
O 0.0220 0.4400 0.0927
H 2.4073 -3.8931 -3.7278
C 2.6238 -2.2872 -2.3375
H 2.8671 3.2933 1.7396
H -0.2819 0.0343 -4.6836
C -1.9637 0.2365 4.3692
C -2.2407 2.5303 5.0971
C -3.3181 -0.2546 -3.1858
O -3.9442 -0.3754 -5.8160
H 0.0759 -4.1347 -0.1213
C -2.6691 1.1894 5.0489
H -2.8081 3.2685 5.6461
Ir 1.1596 -0.1238 1.5890
H 3.4948 -0.0276 -1.5624
C 0.8419 2.3948 3.0706
H -4.3540 -0.3724 -3.4641
C 1.1811 -4.1414 -1.9573
C -1.0971 2.8738 4.4354
C 1.3145 -2.4017 -0.2590
H 3.3366 -1.7477 -2.9519
C -0.6191 0.0498 -2.5505
C -1.1992 -0.0339 -0.0806
H -3.5825 0.9079 5.5588
N -2.7615 -0.2344 -5.5826
C -0.3469 1.9223 3.7031
C -0.7704 0.5573 3.6742
H 0.7516 -5.0769 -2.2947
C -1.5720 -0.0405 -1.5426
H 3.9904 1.8296 -0.0767
O -1.9251 -0.4862 0.7694
C -2.3453 -0.1652 -4.1659
H 1.1649 3.4091 3.3066
C 2.8319 2.2024 1.7081
C 2.8137 -0.4344 -0.8132
C -1.0002 -0.0186 -3.8799
N 2.5628 0.2859 0.2220
H -0.7422 3.8983 4.4586
C -2.9161 -0.1981 -1.8627
C 2.1104 -3.4757 -2.7762
H 0.4240 0.1542 -2.2869
H -2.2926 -0.7919 4.3177
H 2.2907 2.2604 -0.3718
O 0.9110 -2.0257 0.9167
C 2.9663 1.6985 0.2786
H 3.6552 1.8158 2.3146
O -0.1400 -0.4237 3.1004
```

Atom-resolved charges from Mulliken, all expressed in e: O -0.614; C 0.586; H 0.505; N -0.171; C -0.441; O -0.690; H 0.419; C -0.755; H 0.452; H 0.483; C -0.381; C -0.681; C -0.556; O -0.616; H 0.455; C -0.408; H 0.403; Ir 1.438; H 0.316; C 0.185; H 0.493; C -0.378; C -0.769; C 0.544; H 0.326; C -0.081; C 0.370; H 0.383; N 1.012; C 0.296; C 0.674; H 0.398; C 0.246; H 0.550; O -0.612; C 0.058; H 0.313; C -0.702; C -0.064; C -0.603; N -0.166; H 0.319; C -0.524; C -0.729; H 0.371; H 0.440; H 0.265; O -0.936; C -0.751; H 0.240; O -0.912

# C4H9N2S

A gas-phase ion, C4H9N2S (charge +1) at a distorted geometry (ωB97M-V/def2-TZVPD, the OMol25 dataset).

Results
* HOMO energy: -14.31 eV
* total charge: +1
* multiplicity: 1
* energy relative to the best compared isomer or geometry (same formula, charge and spin): 64.8 kcal/mol
* gap between HOMO and LUMO: 9.941 eV

```
16
C4H9N2S | the OMol25 dataset | ωB97M-V/def2-TZVPD
H 2.0994 -0.6112 -0.8810
H 1.1032 1.0351 1.3243
H -0.6266 2.5832 -0.3935
C -1.2472 0.5784 -0.0594
H 1.9200 -0.6807 1.2436
H -0.1696 -2.2707 0.7643
C 1.3691 0.1751 0.7569
C 0.1910 -0.3865 -0.0204
H 0.2876 -2.4035 -0.8107
H 1.4901 1.0952 -1.3257
H -1.7391 -1.4731 -0.0108
S -2.5917 -0.4218 0.0159
C 1.3651 0.1985 -0.7230
H -2.0283 2.4786 0.3260
N -0.1252 -1.8006 -0.1336
N -1.2980 1.9041 -0.0728
```

Atom-resolved charges from Mulliken, all expressed in e: H 0.269; H 0.274; H 0.250; C 0.458; H 0.270; H 0.332; C -0.587; C 0.668; H 0.225; H 0.263; H 0.325; S -0.152; C -0.795; H 0.243; N -0.677; N -0.365

# C5H8N

A gas-phase ion, C5H8N (charge +1) at a distorted geometry (ωB97M-V/def2-TZVPD, the OMol25 dataset).

Results
* HOMO energy (spin up / spin down): -13.34 / -12.95 eV
* total charge: +1
* multiplicity: 1
* energy relative to the best compared isomer or geometry (same formula, charge and spin): 152.1 kcal/mol
* gap between HOMO and LUMO (spin up / spin down): 8.427 / 7.772 eV

```
14
C5H8N | the OMol25 dataset | ωB97M-V/def2-TZVPD
H 1.3375 -0.3646 -1.9799
C 1.4009 -0.2210 0.0147
H 1.4024 1.2167 -1.5458
C -1.4207 -0.4472 -0.1751
H -1.2265 -1.1585 0.7132
H -0.5926 1.0122 0.8924
H 0.4534 -0.6166 2.0065
H 2.0664 -1.3467 1.6187
C -0.4610 0.3130 -0.9638
H -2.4164 -0.7064 -0.6695
C 1.0286 0.2369 -1.2324
N -1.1007 0.9841 0.1132
C 1.2878 -0.6262 1.2008
H -1.7590 1.7243 0.0070
```

Atom-resolved charges from Mulliken, all expressed in e: H 0.351; C 0.289; H 0.292; C -0.370; H 0.158; H 0.175; H 0.243; H 0.261; C 0.185; H 0.261; C -0.378; N -0.079; C -0.660; H 0.271

# C19H36NO4

A gas-phase ion, C19H36NO4 (charge +1) (ωB97M-V/def2-TZVPD, the OMol25 dataset).

Results
* HOMO energy: -13.65 eV
* total charge: +1
* multiplicity: 1
* SMILES string: CCCCCOC(=O)C[C@@H](C(=O)OCCCCC)[NH+]1CCCCC1
* energy relative to the best compared isomer or geometry (same formula, charge and spin): 1.2 kcal/mol
* gap between HOMO and LUMO: 11.531 eV

```
60
C19H36NO4 | the OMol25 dataset | ωB97M-V/def2-TZVPD
H -1.6736 1.5969 -2.4030
C -1.7475 1.4559 1.9303
H -3.5532 0.9987 -0.1066
H 2.2531 -3.0693 6.0322
O -1.9089 -0.1835 -0.5135
O 0.5383 -1.7983 0.8022
C -3.0862 0.0860 0.2768
H 2.9281 0.2364 3.3944
C -1.3156 1.6034 3.3883
H -0.8635 1.3496 1.2966
H -0.7580 3.6869 3.2607
C 2.5107 -1.5141 2.2203
C -2.6635 0.2497 1.7274
C 2.6060 -2.8128 5.0369
O -3.1351 -0.8190 -2.2863
H 0.6080 -0.0370 -4.6949
C 0.5856 -1.0661 -0.2676
H 2.6877 -2.5892 2.2541
C 1.0932 2.6212 -4.1926
H 3.6543 -3.0925 4.9660
H 1.6849 -0.6924 -3.4452
H -0.9541 -1.4194 -3.3726
C -2.0878 -0.6277 -1.7422
H 2.9190 -0.7726 5.6038
H 1.7026 3.5231 -4.1920
C 0.1053 -1.8142 -1.5073
H -3.7870 -0.7434 0.1464
O 0.9843 0.0866 -0.3257
H -0.8666 0.6690 3.7334
H 0.4722 0.5983 -1.7985
H 4.1374 -1.0394 3.5153
C 2.4363 -1.3183 4.7911
H 2.4174 1.5898 -2.8379
C -0.3184 2.7412 3.5680
H 2.7303 1.2530 -4.5398
H -0.0223 2.8255 4.6099
C -0.7256 -0.9107 -2.4292
C -0.0544 2.7667 -3.1997
H -1.3122 1.2448 -4.1007
C 1.0750 0.1657 -3.7277
C 1.0189 -1.2512 2.0457
C -0.8694 1.4811 -3.1296
H 0.4351 -1.7593 2.8129
H 1.3763 -1.0582 4.8158
H 0.9874 -2.1985 -2.0257
H 2.0411 -3.4030 4.3196
H 3.0389 -1.1128 1.3516
H -2.1560 -0.6604 2.0528
H 0.8191 -0.1769 2.0626
N 0.0026 0.3548 -2.7224
C 1.9421 1.4156 -3.8054
C 3.0644 -0.8442 3.4792
H 0.3407 2.9997 -2.2086
H 0.6973 2.4877 -5.2005
H -0.7124 3.5827 -3.4964
H -2.1955 1.7909 4.0055
H -0.4879 -2.6747 -1.1966
H -3.5656 0.3651 2.3288
H -2.2691 2.3632 1.6184
H 0.5756 2.5700 2.9712
```

Atom-resolved charges from Mulliken, all expressed in e: H 0.267; C -0.319; H 0.351; H 0.410; O 0.220; O -0.323; C -0.801; H 0.291; C -0.409; H -0.062; H 0.374; C -0.629; C -0.550; C -1.238; O -0.567; H 0.425; C 0.981; H 0.435; C -0.715; H 0.303; H 0.391; H 0.526; C -0.451; H 0.392; H 0.364; C -1.190; H 0.386; O -0.788; H 0.211; H 0.378; H 0.409; C -0.133; H 0.250; C -1.374; H 0.403; H 0.406; C 0.429; C -0.605; H 0.418; C -0.627; C -0.217; C -0.551; H 0.414; H 0.064; H 0.371; H 0.273; H 0.251; H 0.135; H 0.117; N 0.127; C -0.611; C -0.861; H 0.285; H 0.333; H 0.394; H 0.464; H 0.439; H 0.546; H 0.520; H 0.268